1.
Molecular formula: C14H32BrOP
Method: DFT, the ωB97M-V functional and the def2-TZVPD basis

XYZ file:
```
49
Properties=species:S:1:pos:R:3
C 4.68198 0.59286 1.54487
C 3.59540 1.62952 1.27067
C 2.26105 0.98133 0.92069
C 1.20274 1.99455 0.49299
P -0.28963 1.13187 -0.19637
C -1.10469 0.94297 1.57034
C -2.37504 1.76123 1.70691
O -3.35823 1.31762 0.76448
C -0.16327 -0.71518 -0.37501
C -1.51582 -1.42114 -0.63336
C -1.79005 -2.69419 0.18875
C -0.54105 -3.54652 0.42231
C -2.52003 -2.43702 1.51128
C 0.34237 1.43852 -2.00345
C -0.57796 0.82405 -3.05327
C 0.04513 -0.29693 -3.88299
Br -1.22921 2.23983 -4.28762
H 4.36539 -0.11022 2.31413
H 4.89774 0.02704 0.63988
H 5.59744 1.07470 1.88120
H 3.91292 2.26459 0.44281
H 3.46948 2.26460 2.14911
H 1.91763 0.39351 1.77448
H 2.43252 0.27434 0.10335
H 1.62806 2.62883 -0.28330
H 0.91738 2.63909 1.32151
H -1.45316 1.85360 -0.58108
H -1.35872 -0.09096 1.80700
H -0.41853 1.27515 2.35326
H -2.76719 1.67637 2.72230
H -2.16839 2.82153 1.53224
H -4.15003 1.09138 1.24078
H 0.31523 -1.07364 0.53213
H 0.51118 -0.90389 -1.20667
H -1.55647 -1.68124 -1.68978
H -2.33281 -0.72007 -0.45479
H -2.46952 -3.30033 -0.41536
H 0.05607 -3.13412 1.23620
H 0.08226 -3.58527 -0.46876
H -0.82804 -4.55356 0.71682
H -3.25112 -1.63864 1.40530
H -1.82755 -2.20680 2.31982
H -3.05883 -3.33758 1.80873
H 0.39197 2.51654 -2.14366
H 1.35523 1.04253 -2.11276
H -1.51026 0.48791 -2.60714
H 0.91570 -0.71032 -3.37702
H 0.38297 0.07310 -4.84684
H -0.66228 -1.10156 -4.07513
```

## Properties
SMILES = CCCC[PH](CCO)(CCC(C)C)C[C@H](C)Br
calculated total energy = -96414.120 eV
molar mass = 327.29 g mol⁻¹

Atomic partial charges in e from the Löwdin method, atoms 1 to 5: -0.1142, -0.2717, -0.2752, -0.2896, 0.8657



2.
Molecular formula: C14H32ClFI2NP
Method: DFT, the ωB97M-V functional and the def2-TZVPD basis

XYZ file:
```
52
Properties=species:S:1:pos:R:3
C -1.01823 -1.61406 1.31852
C -0.86360 -0.11897 1.13518
F -1.34126 0.28037 -0.12548
C -1.53629 0.73120 2.20988
P -3.38097 0.26968 2.53805
Cl -3.21368 1.12114 4.58800
C -5.25784 -0.23548 2.78498
I -6.13340 1.02405 4.33957
C -6.05425 -0.14671 1.49278
C -7.58070 -0.22928 1.65154
I -5.55818 -1.80429 0.16142
H -2.05496 -1.93262 1.30122
H -0.59542 -1.87673 2.28675
H -0.48856 -2.14304 0.52002
H 0.21708 0.10428 1.16127
H -1.57110 1.73973 1.78573
H -0.94840 0.73095 3.12490
H -3.00045 -0.99425 3.12433
H -3.43090 -0.28453 1.20964
H -3.79491 1.56694 2.04737
H -5.27878 -1.26261 3.14674
H -5.79956 0.78368 0.98579
H -7.80799 -1.19217 2.10331
H -8.01536 -0.18582 0.65094
H -7.96851 0.61395 2.21086
C 2.08399 2.70449 -1.53552
C 1.41181 1.33535 -1.44364
C 2.28334 0.17431 -1.01153
N 3.37911 -0.24013 -1.97029
C 2.92198 -0.21416 -3.39017
C 4.64224 0.60564 -1.80615
C 5.67388 -0.30094 -1.15843
C 5.31663 -1.67682 -1.69572
C 3.80410 -1.67256 -1.62532
H 2.88311 2.73316 -2.28055
H 1.34971 3.45329 -1.82744
H 2.49784 3.00503 -0.57086
H 0.91168 1.10798 -2.38633
H 0.61132 1.40026 -0.70479
H 1.64025 -0.69988 -0.89698
H 2.76222 0.36803 -0.05049
H 2.75630 0.81610 -3.69068
H 2.00410 -0.79157 -3.46911
H 3.70243 -0.65410 -4.00714
H 4.96156 0.92800 -2.79505
H 4.41566 1.47398 -1.19660
H 5.57213 -0.27514 -0.07166
H 6.69170 -0.00424 -1.40328
H 5.74870 -2.48129 -1.10389
H 5.65949 -1.79820 -2.72571
H 3.46380 -1.88488 -0.61411
H 3.32715 -2.35710 -2.32185
```

## Properties
calculated total energy = -57252.979 eV
molar mass = 553.65 g mol⁻¹

Atomic partial charges in e from the Löwdin method, atoms 1 to 5: -0.0750, -0.4777, -0.0693, -0.3601, 0.2038



3.
Molecular formula: C14H32NO17P3
Method: DFT, the ωB97M-V functional and the def2-TZVPD basis

XYZ file:
```
67
Properties=species:S:1:pos:R:3
O 2.86378 4.28789 -8.66146
C 1.65204 4.00703 -8.44601
N 0.44201 3.78749 -7.90812
O 0.51216 2.49543 -7.43749
C -0.17861 2.35159 -6.18432
O -1.43914 2.14105 -6.24099
O 0.40422 2.40022 -4.88862
C 1.65151 3.14349 -4.85523
C 2.95237 1.99441 -4.88442
C 2.44079 0.38293 -4.94672
O 3.09444 1.19910 -6.17643
H 1.81048 3.70764 -3.87000
H 1.82829 3.84473 -5.74350
H 3.93672 2.24224 -4.22251
H 1.42135 0.12681 -5.39707
H 3.28135 -0.41904 -4.97181
C 1.52292 0.88545 2.58929
O 2.13303 1.57710 1.50222
P 1.75696 0.93081 -0.04922
O 2.86099 1.74748 -0.70538
O 0.34503 1.77867 -0.07810
C 0.35678 3.16619 0.22041
O 1.34412 0.19637 -1.54663
C 0.21226 -0.66797 -1.51591
H 1.68488 1.45736 3.50382
H 0.45083 0.76499 2.42396
H 1.98318 -0.09818 2.69859
H 1.33487 3.62071 0.05715
H 0.05435 3.30706 1.26449
H -0.37012 3.66037 -0.42483
H -0.70626 -0.09275 -1.39197
H 0.30436 -1.39161 -0.70495
H 0.15504 -1.20521 -2.46520
C -3.75930 1.12070 6.67530
O -2.39667 1.12697 6.26180
P -2.09127 2.04755 4.83703
O -0.70509 1.44015 4.69048
O -2.00815 3.42617 5.73292
C -1.18898 3.45838 6.89332
O -1.88716 2.97526 3.40338
C -2.94704 3.87187 3.09022
H -3.82412 0.65486 7.66014
H -4.15725 2.13668 6.72875
H -4.35211 0.53902 5.96764
H -0.39582 2.71031 6.86599
H -1.81761 3.29702 7.77616
H -0.73463 4.44658 6.96286
H -2.95953 4.70988 3.78806
H -3.90847 3.35565 3.11940
H -2.78676 4.26559 2.08398
C -2.23554 -6.85168 -0.36957
O -1.58887 -5.68061 -0.85752
P -0.23894 -5.17012 0.08449
O -0.20095 -3.82431 -0.62246
O 0.72936 -6.24445 -0.70163
C 0.71905 -6.28692 -2.12187
O 1.08157 -4.73014 1.09444
C 1.55802 -5.74763 1.96790
H -2.96403 -7.18401 -1.11115
H -1.51354 -7.65120 -0.18806
H -2.75644 -6.61945 0.56064
H 0.37342 -5.35250 -2.56553
H 0.07389 -7.11047 -2.44766
H 1.73512 -6.48136 -2.46475
H 2.07638 -6.52473 1.40506
H 0.73274 -6.18977 2.52932
H 2.26616 -5.30263 2.67047
```

## Properties
SMILES = O=C=NOC(=O)OC[C@H]1CO1.COP(=O)(OC)OC.COP(=O)(OC)OC.COP(=O)(OC)OC
calculated total energy = -79185.646 eV
molar mass = 579.32 g mol⁻¹

Atomic partial charges in e from the Löwdin method, atoms 1 to 5: 0.1218, -0.0638, 0.0749, -0.0757, -0.3583